# 1
# C17H12ClN3O

One molecule with the formula C17H12ClN3O at a distorted geometry (ωB97M-V/def2-TZVPD, the Open Molecules 2025 dataset).

Results
* LUMO energy: -0.114 eV
* SMILES string: O=C(Nc1cc(-c2ccccc2)c(Cl)nn1)c1ccccc1
* orbital gap: 8.964 eV
* calculated total energy: -36863.4339 eV
* energy above the lowest of the compared OMol25 structures with the same formula, charge and spin: 0.1930 eV

Each line ends with the Löwdin charge.
Geometry (Å):
O: -0.29037 -0.68050 -1.63444  0.093
C: -1.42490 -0.76711 -1.23603  -0.404
N: -1.69721 -0.45247 0.09146  0.149
C: -0.88575 0.15912 1.00694  -0.283
C: 0.49365 0.15413 1.00129  0.083
C: 1.22161 0.95803 1.94126  -0.174
C: 2.66484 0.98565 1.86162  -0.232
C: 3.42476 0.73870 3.00716  -0.065
C: 4.80035 0.78562 2.94442  -0.077
C: 5.44866 1.03656 1.73240  -0.087
C: 4.70164 1.27248 0.57955  -0.077
C: 3.30499 1.22315 0.63560  -0.017
C: 0.49361 1.67976 2.88268  -0.631
Cl: 1.29199 2.84799 3.93432  0.697
N: -0.82913 1.53917 2.92360  0.018
N: -1.49761 0.83495 2.00982  0.074
C: -2.54787 -1.16503 -2.10372  -0.119
C: -3.78600 -1.51102 -1.50644  -0.022
C: -4.91915 -1.82290 -2.28293  -0.064
C: -4.78080 -1.81267 -3.67009  -0.076
C: -3.56306 -1.46925 -4.29790  -0.075
C: -2.44873 -1.17095 -3.52708  -0.009
H: -2.63812 -0.39633 0.38257  0.105
H: 1.03857 -0.46279 0.31942  0.112
H: 2.92737 0.60471 3.94386  0.095
H: 5.35990 0.58445 3.84239  0.102
H: 6.54925 1.13399 1.74504  0.110
H: 5.26101 1.54383 -0.33716  0.112
H: 2.67958 1.39710 -0.24004  0.121
H: -3.91180 -1.51918 -0.43921  0.099
H: -5.85428 -2.02071 -1.77114  0.105
H: -5.59560 -2.01064 -4.36942  0.105
H: -3.49050 -1.36389 -5.37809  0.106
H: -1.50096 -0.85394 -3.99174  0.125

Atoms 1-2, force components in eV/Å:
O 0.7 -0.1 -0.6
C 0.9 0.4 0.6


# 2
# C17H12ClNO4

One molecule with the formula C17H12ClNO4 (ωB97M-V/def2-TZVPD, the Open Molecules 2025 dataset).

Results
* LUMO energy: -0.144 eV
* SMILES string: COc1ccc(NC(=O)c2cc(=O)c3ccccc3o2)cc1Cl
* orbital gap: 8.374 eV
* calculated total energy: -40026.0792 eV
* energy above the lowest of the compared OMol25 structures with the same formula, charge and spin: 0.0000 eV

Each line ends with the Löwdin charge.
Geometry (Å):
C: 3.83979 2.88678 -0.99122  -0.075
O: 4.26505 1.70248 -0.35884  -0.111
C: 3.42920 0.64027 -0.33881  -0.304
C: 2.17574 0.58636 -0.93942  0.005
C: 1.39502 -0.55322 -0.85880  -0.013
C: 1.83711 -1.66347 -0.15208  -0.254
N: 1.06396 -2.82853 -0.03461  0.147
C: -0.27810 -2.94946 0.12326  -0.403
O: -0.83493 -4.02337 0.10772  0.113
C: -1.03039 -1.67094 0.40396  -0.177
C: -0.71574 -0.86125 1.43440  0.086
C: -1.50519 0.32627 1.73979  -0.357
O: -1.21866 1.11867 2.61917  0.078
C: -2.68081 0.47591 0.86246  -0.068
C: -3.57682 1.53368 1.03807  0.000
C: -4.67318 1.66717 0.21740  -0.071
C: -4.89636 0.74324 -0.80069  -0.066
C: -4.02669 -0.30719 -0.99604  0.011
C: -2.91666 -0.44607 -0.16242  -0.171
O: -2.08766 -1.49657 -0.40023  0.111
C: 3.10176 -1.63572 0.43171  -0.036
C: 3.88302 -0.50346 0.33579  -0.582
Cl: 5.44547 -0.47423 1.05715  0.733
H: 3.67461 2.73221 -2.06203  0.097
H: 2.92822 3.28014 -0.53150  0.100
H: 4.65120 3.59877 -0.85128  0.097
H: 1.79876 1.43439 -1.48720  0.110
H: 0.44237 -0.57472 -1.36351  0.122
H: 1.56805 -3.70761 -0.03728  0.165
H: 0.14527 -1.06525 2.04972  0.140
H: -3.37531 2.23158 1.83655  0.122
H: -5.36225 2.48524 0.36037  0.105
H: -5.75779 0.84804 -1.44262  0.108
H: -4.18303 -1.03556 -1.77585  0.123
H: 3.47496 -2.49460 0.96690  0.116

Atoms 1-2, force components in eV/Å:
C -0.1 0.2 -0.1
O 0.0 -0.3 0.1


# 3
# C17H12CoNO5S

C17H12CoNO5S as an isolated structure at a distorted geometry (ωB97M-V/def2-TZVPD, the Open Molecules 2025 dataset).

Results
* ⟨S²⟩: 6.055
* LUMO energy (spin up / spin down): -7.107 / -11.441 eV
* orbital gap (spin up / spin down): 6.126 / 4.196 eV
* calculated total energy: -77988.4361 eV
* total charge: +2
* energy above the lowest of the compared OMol25 structures with the same formula, charge and spin: 0.0000 eV
* spin multiplicity: 5

Each line ends with the Löwdin charge.
Geometry (Å):
O: 2.73724 -2.75010 -2.52935  -0.002
C: 2.89226 -1.87583 -3.26244  0.035
Co: 0.88303 2.60988 -2.67946  0.162
C: 0.15098 4.02643 -1.79194  -0.018
O: -0.22688 4.79716 -1.01126  0.197
C: 1.75789 3.50515 -3.97276  -0.045
O: 2.40861 3.62976 -4.90050  0.246
C: -0.25720 1.45106 -3.43473  -0.079
O: -1.02511 0.86037 -4.07491  0.210
C: 2.31311 2.15784 -1.57750  -0.219
O: 3.29032 2.12452 -0.92478  0.156
H: 1.50651 1.14951 -2.45230  0.100
N: 0.48638 0.73332 -0.84443  -0.368
S: -0.60094 -0.36270 -0.49944  1.109
C: 0.31584 -1.62993 0.41196  -0.394
C: 0.37314 -2.84733 -0.28871  -0.099
C: 1.00918 -3.93205 0.28629  -0.035
C: 1.63360 -3.80264 1.53683  -0.018
C: 1.57530 -2.59061 2.21485  -0.037
C: 0.90946 -1.48760 1.66599  -0.066
C: -1.66908 0.23495 0.83214  -0.288
C: -2.23853 -0.66190 1.76007  0.005
C: -3.03502 -0.17372 2.79450  0.019
C: -3.27139 1.20145 2.91262  0.063
C: -2.77075 2.07626 1.94883  0.031
C: -1.98303 1.60073 0.89651  -0.017
H: 0.97418 1.05106 0.00535  0.045
H: -0.14529 -2.96476 -1.24338  0.118
H: 1.01863 -4.89378 -0.20644  0.127
H: 2.20529 -4.61920 1.97632  0.130
H: 2.02177 -2.46859 3.20740  0.129
H: 0.77014 -0.55368 2.20376  0.120
H: -2.06729 -1.73233 1.66863  0.140
H: -3.49091 -0.86383 3.50396  0.142
H: -3.83110 1.59088 3.76535  0.153
H: -3.00191 3.13929 1.98172  0.143
H: -1.61842 2.27097 0.12123  0.106

Atoms 1-2, force components in eV/Å:
O 0.4 2.3 -2.0
C -0.4 -2.3 2.0


# 4
# C17H12F3O5PdSTe

C17H12F3O5PdSTe as an isolated structure at a distorted geometry (ωB97M-V/def2-TZVPD, the Open Molecules 2025 dataset).

Results
* LUMO energy (spin up / spin down): -7.003 / -7.004 eV
* orbital gap (spin up / spin down): 3.974 / 3.972 eV
* calculated total energy: -57811.5755 eV
* total charge: +1
* energy above the lowest of the compared OMol25 structures with the same formula, charge and spin: 0.0000 eV

Each line ends with the Löwdin charge.
Geometry (Å):
Pd: 1.63063 0.82874 -0.11783  0.672
O: 3.57242 -2.06851 -3.09193  0.163
C: 3.21784 -1.06656 -2.30046  -0.484
O: 3.25367 -1.10746 -1.09578  0.040
C: 2.76013 0.11945 -3.12787  -0.080
O: 2.35821 1.23118 -2.35048  -0.177
C: 3.41637 2.19299 -2.12254  -0.058
C: 4.16106 1.86963 -0.80318  -0.586
O: 5.34438 1.70048 -0.73906  0.140
O: 3.32959 1.83325 0.23110  -0.345
H: 3.86219 -2.81601 -2.54662  0.150
H: 3.58045 0.38808 -3.79661  0.150
H: 1.91299 -0.18949 -3.74121  0.158
H: 4.11558 2.18361 -2.95546  0.137
H: 2.93967 3.16948 -2.04719  0.142
Te: 2.76213 -0.01064 2.00674  1.593
C: 2.08221 1.36607 3.27420  -0.984
C: 2.65626 1.72779 4.50445  -0.178
C: 1.94722 2.73482 5.13684  -0.122
C: 0.84347 3.14278 4.39550  -0.326
S: 0.66329 2.30398 2.94796  1.025
H: 3.55352 1.27085 4.89591  0.120
H: 2.21449 3.16469 6.08972  0.126
H: 0.13375 3.90925 4.66882  0.095
F: -7.30458 -1.96821 -1.26344  0.144
C: -6.45002 -2.70179 -0.53977  -0.591
F: -6.95335 -2.79883 0.70422  0.146
F: -6.44265 -3.94295 -1.05592  0.147
C: -5.06461 -2.11227 -0.51654  -0.115
C: -4.78519 -0.92029 -1.16588  0.003
C: -3.50673 -0.39335 -1.10576  -0.013
C: -2.50591 -1.05477 -0.39075  -0.256
C: -2.79981 -2.26660 0.24679  -0.016
C: -4.07371 -2.79196 0.18218  -0.003
C: -1.19435 -0.49840 -0.30131  -0.131
C: -0.07385 -0.04369 -0.24295  -0.177
H: -5.56258 -0.41039 -1.71651  0.123
H: -3.27093 0.53630 -1.60444  0.119
H: -2.01702 -2.78192 0.78530  0.116
H: -4.30623 -3.72932 0.66974  0.129

Atoms 1-2, force components in eV/Å:
Pd -0.8 -0.3 -0.1
O 0.0 0.0 0.0


What did the fourth record say?
# C17H12F3O5PdSTe

C17H12F3O5PdSTe as an isolated structure at a distorted geometry (ωB97M-V/def2-TZVPD, the Open Molecules 2025 dataset).

Results
* LUMO energy (spin up / spin down): -7.003 / -7.004 eV
* orbital gap (spin up / spin down): 3.974 / 3.972 eV
* calculated total energy: -57811.5755 eV
* total charge: +1
* energy above the lowest of the compared OMol25 structures with the same formula, charge and spin: 0.0000 eV

Each line ends with the Löwdin charge.
Geometry (Å):
Pd: 1.63063 0.82874 -0.11783  0.672
O: 3.57242 -2.06851 -3.09193  0.163
C: 3.21784 -1.06656 -2.30046  -0.484
O: 3.25367 -1.10746 -1.09578  0.040
C: 2.76013 0.11945 -3.12787  -0.080
O: 2.35821 1.23118 -2.35048  -0.177
C: 3.41637 2.19299 -2.12254  -0.058
C: 4.16106 1.86963 -0.80318  -0.586
O: 5.34438 1.70048 -0.73906  0.140
O: 3.32959 1.83325 0.23110  -0.345
H: 3.86219 -2.81601 -2.54662  0.150
H: 3.58045 0.38808 -3.79661  0.150
H: 1.91299 -0.18949 -3.74121  0.158
H: 4.11558 2.18361 -2.95546  0.137
H: 2.93967 3.16948 -2.04719  0.142
Te: 2.76213 -0.01064 2.00674  1.593
C: 2.08221 1.36607 3.27420  -0.984
C: 2.65626 1.72779 4.50445  -0.178
C: 1.94722 2.73482 5.13684  -0.122
C: 0.84347 3.14278 4.39550  -0.326
S: 0.66329 2.30398 2.94796  1.025
H: 3.55352 1.27085 4.89591  0.120
H: 2.21449 3.16469 6.08972  0.126
H: 0.13375 3.90925 4.66882  0.095
F: -7.30458 -1.96821 -1.26344  0.144
C: -6.45002 -2.70179 -0.53977  -0.591
F: -6.95335 -2.79883 0.70422  0.146
F: -6.44265 -3.94295 -1.05592  0.147
C: -5.06461 -2.11227 -0.51654  -0.115
C: -4.78519 -0.92029 -1.16588  0.003
C: -3.50673 -0.39335 -1.10576  -0.013
C: -2.50591 -1.05477 -0.39075  -0.256
C: -2.79981 -2.26660 0.24679  -0.016
C: -4.07371 -2.79196 0.18218  -0.003
C: -1.19435 -0.49840 -0.30131  -0.131
C: -0.07385 -0.04369 -0.24295  -0.177
H: -5.56258 -0.41039 -1.71651  0.123
H: -3.27093 0.53630 -1.60444  0.119
H: -2.01702 -2.78192 0.78530  0.116
H: -4.30623 -3.72932 0.66974  0.129

Atoms 1-2, force components in eV/Å:
Pd -0.8 -0.3 -0.1
O 0.0 0.0 0.0